{"formula": "C41H29Cl5F9N2O7P2STi", "method": "ωB97M-V/def2-TZVPD", "elements": ["Ti", "Cl", "C", "C", "C", "Cl", "C", "Cl", "C", "Cl", "C", "Cl", "O", "C", "O", "C", "C", "C", "C", "C", "C", "O", "N", "O", "O", "N", "O", "O", "H", "H", "C", "C", "P", "C", "C", "C", "C", "H", "H", "H", "H", "H", "H", "H", "H", "H", "H", "H", "H", "H", "H", "H", "F", "C", "F", "F", "C", "C", "C", "C", "C", "C", "P", "C", "C", "C", "C", "C", "C", "C", "F", "F", "F", "C", "C", "C", "C", "C", "C", "C", "F", "F", "F", "H", "H", "H", "H", "H", "H", "H", "H", "H", "H", "H", "H", "S", "C"], "coordinates": [[-0.119, 0.486, 0.198], [-1.291, 3.201, 1.060], [0.329, 3.101, 1.707], [1.010, 1.912, 1.472], [2.236, 1.807, 2.122], [3.120, 0.316, 2.050], [2.769, 2.843, 2.891], [4.312, 2.675, 3.663], [2.063, 4.031, 3.057], [2.713, 5.328, 3.999], [0.809, 4.154, 2.470], [-0.127, 5.591, 2.695], [3.526, -0.413, -1.006], [2.423, 0.059, -1.169], [1.363, -0.424, -0.501], [2.132, 1.073, -2.205], [3.120, 1.278, -3.175], [2.844, 2.117, -4.230], [1.590, 2.693, -4.413], [0.578, 2.444, -3.488], [0.896, 1.738, -2.273], [0.064, 1.732, -1.266], [-0.707, 2.888, -3.775], [-0.865, 3.745, -4.703], [-1.719, 2.312, -3.217], [3.884, 2.367, -5.220], [4.956, 1.790, -5.101], [3.646, 3.144, -6.130], [4.076, 0.790, -3.077], [1.368, 3.298, -5.276], [-2.196, -4.754, -1.362], [-1.200, -4.127, -2.335], [-0.254, -2.711, -1.595], [1.047, -2.393, -2.886], [1.230, -3.397, -4.022], [0.721, -3.564, -0.277], [1.404, -4.881, -0.628], [-2.729, -5.584, -1.832], [-2.944, -4.031, -1.037], [-1.695, -5.142, -0.471], [-1.737, -3.726, -3.200], [-0.522, -4.897, -2.712], [1.987, -2.268, -2.343], [0.822, -1.410, -3.308], [1.512, -4.387, -3.660], [2.020, -3.053, -4.694], [0.321, -3.509, -4.615], [0.059, -3.689, 0.587], [1.460, -2.820, 0.030], [0.684, -5.660, -0.889], [1.993, -5.247, 0.216], [2.085, -4.759, -1.472], [-7.696, 5.176, 0.006], [-6.905, 5.133, -1.092], [-6.355, 6.351, -1.219], [-7.746, 4.977, -2.141], [-5.892, 4.033, -1.010], [-4.559, 4.269, -1.295], [-3.642, 3.225, -1.228], [-4.065, 1.950, -0.880], [-5.419, 1.720, -0.616], [-6.331, 2.754, -0.675], [-2.822, 0.596, -0.792], [-3.098, -0.235, 0.807], [-2.530, -1.702, 0.817], [-3.034, -2.554, 1.891], [-3.793, -2.078, 2.889], [-4.312, -0.716, 2.882], [-4.056, 0.110, 1.858], [-4.233, -2.964, 4.005], [-3.733, -2.575, 5.199], [-5.582, -2.956, 4.157], [-3.878, -4.253, 3.843], [-3.537, -0.553, -2.033], [-4.492, -1.515, -1.711], [-4.955, -2.394, -2.676], [-4.456, -2.313, -3.970], [-3.514, -1.349, -4.305], [-3.053, -0.468, -3.338], [-4.906, -3.320, -4.981], [-4.269, -4.506, -4.838], [-6.225, -3.597, -4.879], [-4.691, -2.925, -6.248], [-4.228, 5.259, -1.577], [-2.606, 3.377, -1.503], [-5.760, 0.721, -0.369], [-7.379, 2.577, -0.466], [-2.365, -2.181, -0.139], [-2.783, -3.607, 1.856], [-4.970, -0.410, 3.685], [-4.526, 1.086, 1.819], [-4.864, -1.594, -0.696], [-5.692, -3.147, -2.424], [-3.138, -1.286, -5.317], [-2.332, 0.310, -3.581], [-0.622, -0.197, 2.451], [-1.669, -0.542, 1.154]], "charge": -2, "de_lowest_kcal_mol": 28.6, "orbital_gap_ev": [4.5888, 7.0576], "multiplicity": 2, "largest_force_ev_per_a": 1.053}